Record 1
75
Properties=species:S:1:pos:R:3:lowdin_charge:R:1 method="wB97M-V/def2-TZVPD" energy_ev=-123979.5662 homo_ev=-8.74 smiles="CO[C@@H](CC(=O)Br)[C@@H](NOCCNC[C@@H](C)O)/C(I)=C(/C)I.CCOCC.CCOCC" fmax_ev_per_a=0.6 orbital_gap_ev=8.81
C 0.1689 3.4865 3.4453 -0.079
O -1.1449 3.4285 2.9157 -0.158
C -1.3178 2.4420 1.8887 -0.331
C -2.5450 1.5992 2.2594 -0.136
C -2.2589 0.1410 2.3987 -0.858
O -1.2789 -0.3423 2.8334 0.037
Br -3.7720 -1.0229 1.9328 0.658
C -1.5459 3.2210 0.5836 -0.385
N -0.4517 4.1244 0.2562 0.018
O 0.7209 3.3360 0.1281 -0.214
C 1.6878 3.9706 -0.7035 -0.169
C 2.0865 3.0775 -1.8769 -0.199
N 3.3703 2.4092 -1.6140 -0.061
C 3.2559 1.3480 -0.5882 -0.170
C 4.2628 1.4908 0.5612 -0.420
C 3.5751 1.5216 1.9159 -0.043
O 5.1868 0.3960 0.5731 -0.047
C -1.8787 2.3925 -0.6369 -0.656
I -0.9600 0.5143 -0.8048 1.143
C -2.6613 2.7903 -1.6370 -0.786
C -2.9778 2.0638 -2.9071 -0.204
I -3.6391 4.6510 -1.5293 0.934
H 0.9204 3.5888 2.6613 0.068
H 0.2165 4.3590 4.0933 0.093
H 0.3830 2.5999 4.0460 0.098
H -0.4187 1.8309 1.8615 0.114
H -3.3926 1.7767 1.6022 0.107
H -2.8540 1.9080 3.2611 0.148
H -2.3775 3.8903 0.8062 0.089
H -0.3107 4.7547 1.0436 0.126
H 1.3033 4.9281 -1.0487 0.119
H 2.5810 4.1647 -0.1034 0.121
H 1.2918 2.3466 -2.0524 0.083
H 2.2103 3.6934 -2.7657 0.115
H 3.6704 1.9714 -2.4748 0.097
H 2.2458 1.3529 -0.1760 0.079
H 3.4107 0.3670 -1.0390 0.121
H 4.8011 2.4298 0.4210 0.134
H 4.3067 1.6582 2.7102 0.080
H 2.8391 2.3231 1.9525 0.058
H 3.0712 0.5695 2.0909 0.090
H 6.0098 0.6844 0.1721 0.086
H -3.9268 1.5373 -2.8110 0.088
H -3.0769 2.7740 -3.7250 0.053
H -2.1886 1.3628 -3.1677 0.016
C 1.8820 -1.8077 -4.7052 -0.074
C 0.7742 -1.3415 -3.7767 -0.306
O -0.2289 -0.5669 -4.4089 -0.193
C -0.9535 -1.2091 -5.4425 -0.279
C -1.7134 -2.4449 -4.9923 -0.074
H 2.3498 -0.9552 -5.1992 0.081
H 2.6429 -2.3412 -4.1350 0.078
H 1.5137 -2.4841 -5.4776 0.067
H 1.1923 -0.6822 -3.0138 0.083
H 0.3298 -2.1933 -3.2484 0.109
H -0.2943 -1.4485 -6.2848 0.108
H -1.6573 -0.4560 -5.7975 0.117
H -1.0466 -3.2349 -4.6453 0.067
H -2.2947 -2.8452 -5.8234 0.078
H -2.3962 -2.1977 -4.1783 0.080
C -2.4108 -5.7175 4.9756 -0.080
C -1.0684 -6.1840 4.4376 -0.286
O -1.0037 -6.2603 3.0263 -0.161
C -1.2298 -5.0474 2.3290 -0.279
C -0.2386 -3.9451 2.6606 -0.074
H -3.2114 -6.3668 4.6193 0.080
H -2.4017 -5.7425 6.0658 0.075
H -2.6428 -4.6962 4.6710 0.065
H -0.8694 -7.1995 4.7808 0.117
H -0.2614 -5.5534 4.8282 0.107
H -2.2569 -4.6989 2.4863 0.104
H -1.1456 -5.3091 1.2740 0.117
H -0.2960 -3.6404 3.7059 0.068
H -0.4425 -3.0622 2.0538 0.065
H 0.7812 -4.2789 2.4625 0.082

---

Record 2
56
Properties=species:S:1:pos:R:3:lowdin_charge:R:1 method="wB97M-V/def2-TZVPD" energy_ev=-105758.5492 charge=-1 relative_energy_kcal_mol=42.1 homo_ev="-2.02 / -3.87" fmax_ev_per_a=0.2 orbital_gap_ev="4.68 / 6.52" spin_multiplicity=2
Ta -0.3737 0.2771 -0.0045 1.418
O -0.8478 -3.2550 -1.0166 0.094
C -1.6854 -3.1885 -2.0416 -0.530
O -1.3904 -2.8414 -3.1597 0.100
C -3.0907 -3.6310 -1.6514 -0.126
O -3.7308 -2.7375 -0.7697 -0.107
C -4.1887 -1.5540 -1.3863 -0.118
C -3.1832 -0.4092 -1.5646 -0.603
O -3.5656 0.5469 -2.2377 -0.001
O -2.0628 -0.5398 -0.9713 -0.192
H -0.0831 -2.6459 -1.1800 0.076
H -3.0257 -4.5870 -1.1304 0.130
H -3.6672 -3.7495 -2.5752 0.125
H -4.9906 -1.1666 -0.7545 0.130
H -4.6139 -1.7641 -2.3740 0.127
O 0.8168 -1.2074 -1.0534 -0.318
N 1.8321 -0.7886 -1.8223 -0.173
C 2.9994 -1.4414 -1.6639 -0.026
C 4.0898 -1.1494 -2.4305 -0.074
C 3.9628 -0.1338 -3.3886 -0.087
C 2.7771 0.5341 -3.5160 -0.096
C 1.6511 0.2392 -2.7084 -0.689
S 0.1826 1.0710 -2.8076 0.649
H 2.9753 -2.1875 -0.8843 0.135
H 5.0121 -1.6891 -2.2778 0.097
H 4.8017 0.1296 -4.0205 0.100
H 2.6526 1.3305 -4.2349 0.095
N -2.7171 3.9311 -0.3655 0.063
C -2.3270 4.1176 0.9436 -0.096
C -1.6047 3.0164 1.2700 -0.124
N -1.5557 2.1643 0.1848 -0.073
C -2.2388 2.7410 -0.7829 -0.165
H -3.2876 4.5450 -0.9165 0.148
H -2.5921 4.9937 1.5067 0.102
H -1.1141 2.7535 2.1905 0.097
H -2.4524 2.2896 -1.7406 0.100
C 1.7328 2.5530 0.0996 -0.261
O 1.4072 1.2018 0.1439 -0.493
H 2.8182 2.6892 0.1986 0.070
H 1.2540 3.1292 0.9066 0.049
H 1.4290 3.0077 -0.8549 0.049
C 1.3805 1.4073 3.7438 -0.236
Ge 0.9291 -0.3919 3.0664 0.657
C 0.5350 -1.4705 4.6794 -0.249
C 2.5933 -1.1252 2.3091 -0.238
C -0.5294 -0.4142 1.8320 -0.488
H 2.2119 1.3674 4.4521 0.005
H 0.5170 1.8453 4.2501 0.003
H 1.6613 2.0554 2.9115 -0.012
H 1.3772 -1.4537 5.3758 0.001
H 0.3355 -2.5075 4.4030 0.005
H -0.3462 -1.0813 5.1931 0.003
H 3.4119 -1.0942 3.0330 0.004
H 2.8660 -0.5423 1.4281 -0.008
H 2.4262 -2.1620 2.0082 0.009
H -1.3748 -1.0275 2.1562 -0.056

---

Record 3
12
Properties=species:S:1:pos:R:3:lowdin_charge:R:1 method="wB97M-V/def2-TZVPD" energy_ev=-8232.5265 relative_energy_kcal_mol=96.2 homo_ev=-9.58 smiles="[H]/N=N/O/C=C/C" fmax_ev_per_a=2.7 orbital_gap_ev=10.45
H -2.6891 2.4532 0.5124 0.066
N -1.8521 2.4023 -0.0782 0.095
N -0.8792 1.9734 0.5665 -0.058
O 0.2529 1.8047 -0.2423 -0.129
C 0.7482 0.5674 0.0822 -0.192
C 0.2930 -0.5594 -0.4817 -0.130
C 0.7039 -1.9282 -0.0681 -0.107
H 1.5029 0.6262 0.8528 0.114
H -0.4704 -0.4816 -1.2523 0.111
H 1.1384 -1.9361 0.9364 0.077
H -0.1756 -2.5806 -0.0523 0.076
H 1.4271 -2.3414 -0.7756 0.076

---

Record 4
121
Properties=species:S:1:pos:R:3:lowdin_charge:R:1 method="wB97M-V/def2-TZVPD" energy_ev=-180767.4397 homo_ev=-6.98 smiles="CCCO[C@@](OCc1cccnc1)([C@@H](Br)CC)[C@@H](CCCCS(=O)(=O)Cl)OC[PH2]=N.CN(C)P(=O)(N(C)C)N(C)C.CN(C)P(=O)(N(C)C)N(C)C" fmax_ev_per_a=8.4 orbital_gap_ev=5.48
C 1.4019 -0.3160 5.2192 -0.106
C 2.4228 -1.4063 4.6436 -0.204
C 2.4618 -1.4611 3.0111 -0.207
O 1.9632 -0.2915 2.3569 -0.116
C 2.9067 0.6701 1.9265 -0.385
O 2.3199 2.0142 1.8185 -0.161
C 1.0216 2.1301 2.4061 -0.156
C -0.2022 1.7244 1.4171 -0.085
C -0.6124 2.6973 0.2462 0.014
C -1.7691 2.0948 -0.6096 -0.049
C -2.4404 0.7314 -0.3860 -0.127
N -2.0503 -0.0928 0.7013 -0.002
C -0.9983 0.4111 1.5017 -0.096
C 4.1646 0.9197 2.9439 -0.480
Br 5.7769 -0.2033 2.4620 0.714
C 4.7295 2.4505 2.8400 -0.273
C 4.0953 3.4304 3.9587 -0.100
C 3.4535 0.4428 0.3912 -0.221
C 3.5529 -1.0785 -0.0560 -0.146
C 3.6770 -1.3157 -1.6459 -0.179
C 3.6134 -2.9115 -1.9218 -0.232
C 2.6128 -3.3043 -3.1163 -0.246
S 3.2389 -2.8170 -4.8096 0.452
O 2.7226 -1.4138 -5.0946 -0.396
O 2.6989 -3.7983 -5.8354 -0.414
Cl 5.3239 -2.9585 -4.9202 0.354
O 2.4036 1.0406 -0.4542 -0.211
C 2.9713 1.9168 -1.4503 -0.307
P 2.7459 3.7846 -1.0335 0.749
N 1.8196 4.4533 -2.1963 -0.362
H 1.9080 0.7087 5.1084 0.058
H 0.3635 -0.3753 4.7564 0.079
H 1.3386 -0.5002 6.3595 0.090
H 3.5067 -1.1588 4.9603 0.099
H 2.2014 -2.4652 5.0438 0.115
H 3.4645 -1.8708 2.6168 0.097
H 1.7099 -2.3096 2.7599 0.138
H 0.8931 1.7024 3.4596 0.114
H 0.8533 3.2701 2.5546 0.138
H -0.1115 3.6956 0.0480 0.068
H -2.1225 2.7099 -1.5147 0.089
H -3.2684 0.3480 -1.0867 0.107
H -0.6690 -0.2875 2.3601 0.103
H 3.8690 0.8062 4.0430 0.091
H 5.8497 2.3665 3.1193 0.077
H 4.7104 2.8643 1.7802 0.104
H 3.4280 2.8497 4.6985 0.077
H 3.5300 4.2723 3.4214 0.079
H 4.9478 3.9010 4.5555 0.075
H 4.3975 1.0688 0.2644 0.131
H 2.5702 -1.6047 0.2586 0.134
H 4.3921 -1.6858 0.4291 0.087
H 4.5979 -0.8399 -2.1214 0.119
H 2.7488 -0.8474 -2.1503 0.115
H 3.2992 -3.4555 -0.9662 0.119
H 4.6699 -3.2644 -2.2022 0.088
H 2.5667 -4.4592 -3.1374 0.118
H 1.5479 -2.9251 -2.9254 0.134
H 4.0452 1.6656 -1.7612 0.101
H 2.3328 1.7718 -2.4055 0.117
H 4.0064 4.4988 -1.1071 -0.003
H 2.0447 3.9954 0.1958 -0.005
H 0.9614 4.8216 -1.7580 -0.074
C 0.1242 -1.4098 -7.3388 -0.141
N -1.0760 -1.5472 -8.1323 -0.339
C -1.3946 -2.9581 -8.3290 -0.131
P -2.0050 -0.4498 -9.0410 0.800
O -3.2473 -0.6846 -8.1555 -0.266
N -1.9036 1.2191 -8.6350 -0.326
C -0.9975 1.8256 -7.6728 -0.130
C -3.2047 1.8979 -8.5078 -0.162
N -0.6291 -0.1882 -10.1484 -0.336
C -0.7746 -0.9559 -11.3879 -0.160
C 0.7702 0.0798 -9.9113 -0.134
H 0.9949 -1.8300 -7.8579 0.078
H 0.0316 -1.9465 -6.3889 0.079
H 0.3663 -0.3879 -7.0675 0.053
H -0.8565 -3.3617 -9.1952 0.070
H -2.4651 -3.0999 -8.5063 0.068
H -1.1472 -3.5646 -7.4529 0.081
H -0.8719 1.2214 -6.7720 0.075
H -1.3496 2.8045 -7.3298 0.082
H -0.0312 2.0514 -8.1249 0.065
H -3.6411 1.7489 -7.5183 0.075
H -3.9098 1.5304 -9.2614 0.067
H -3.1001 2.9734 -8.6898 0.079
H -0.4147 -1.9840 -11.2589 0.069
H -0.2268 -0.4922 -12.2133 0.076
H -1.8272 -1.0031 -11.6886 0.071
H 1.3807 -0.8281 -9.9699 0.083
H 0.9896 0.5501 -8.9597 0.052
H 1.1369 0.7761 -10.6745 0.094
C -3.3809 -2.7367 7.2678 -0.140
N -2.9205 -1.4574 7.7551 -0.340
C -1.9981 -1.6426 8.8714 -0.134
P -3.4053 0.1475 7.4598 0.803
O -2.0249 0.5136 6.8752 -0.274
N -4.2306 0.4782 5.9875 -0.323
C -4.6873 -0.4963 5.0094 -0.128
C -3.7163 1.6431 5.2460 -0.154
N -4.9983 -0.1887 8.1920 -0.335
C -5.0784 0.3034 9.5701 -0.157
C -5.9409 -1.2679 8.0122 -0.135
H -3.9603 -3.2712 8.0319 0.077
H -2.5357 -3.3809 7.0025 0.083
H -3.9915 -2.6790 6.3732 0.052
H -2.5449 -1.7307 9.8179 0.070
H -1.3118 -0.7950 8.9608 0.068
H -1.3715 -2.5311 8.7481 0.080
H -3.9709 -1.3056 4.8535 0.073
H -4.8527 -0.0493 4.0232 0.083
H -5.6684 -0.8932 5.2724 0.064
H -2.8547 1.3792 4.6295 0.069
H -3.4237 2.4434 5.9344 0.068
H -4.4948 2.0670 4.6021 0.082
H -4.6542 -0.4239 10.2732 0.069
H -6.1115 0.5132 9.8614 0.078
H -4.5193 1.2396 9.6763 0.072
H -5.8419 -2.0368 8.7866 0.082
H -5.8806 -1.7712 7.0541 0.051
H -6.9599 -0.8682 8.0701 0.096

---

Record 5
15
Properties=species:S:1:pos:R:3:lowdin_charge:R:1 method="wB97M-V/def2-TZVPD" energy_ev=-6799.3999 charge=+1 relative_energy_kcal_mol=113.2 homo_ev=-12.45 fmax_ev_per_a=5.4 orbital_gap_ev=4.06
C -0.1849 1.1078 0.0297 -0.110
O -0.4187 -0.4790 0.0209 -0.083
C 0.8762 1.4556 -0.8879 0.153
C 2.1704 0.8218 -0.6007 -0.017
N -2.1008 -2.2967 1.3569 0.053
H -1.1735 1.4115 -0.2959 0.128
H -0.0199 1.2750 1.1290 0.179
H -0.6279 -0.5509 -1.0100 0.167
H 0.7606 1.8489 -1.9331 0.178
H 2.9800 1.3512 -0.0233 0.164
H 2.6515 0.5467 -1.5489 0.113
H 2.1067 -0.1664 -0.0914 0.129
H -2.5702 -2.7119 0.5871 0.008
H -2.7433 -2.2101 2.0707 -0.016
H -1.7063 -1.4034 1.1970 -0.045

---

Record 6
56
Properties=species:S:1:pos:R:3:lowdin_charge:R:1 method="wB97M-V/def2-TZVPD" energy_ev=-31176.6261 relative_energy_kcal_mol=0.0 homo_ev=-7.65 smiles=COCCn1nnnc1[C@H](CC(C)C)N1CCN(c2ccccc2)CC1 fmax_ev_per_a=1.5 orbital_gap_ev=8.22
C -3.5192 -2.7490 0.9626 -0.103
O -3.2998 -1.8958 -0.1336 -0.215
C -3.5749 -2.5088 -1.3720 -0.203
C -3.2728 -1.5164 -2.4961 -0.092
N -1.8618 -1.3559 -2.6946 -0.061
N -1.1880 -2.1254 -3.5608 0.038
N 0.0278 -1.7874 -3.5082 -0.039
N 0.2199 -0.8071 -2.6338 0.084
C -0.9524 -0.5282 -2.1116 -0.244
C -1.2883 0.4976 -1.0767 -0.259
C -1.6316 1.8205 -1.7839 -0.121
C -2.0312 2.9252 -0.8001 -0.429
C -3.4171 2.6706 -0.2128 -0.066
C -2.0000 4.2820 -1.5004 -0.077
N -0.2748 0.6666 -0.0527 -0.114
C 1.0332 1.1237 -0.4932 -0.159
C 1.8538 1.4806 0.7436 -0.138
N 2.0050 0.3202 1.5943 -0.104
C 3.1019 0.2220 2.4390 -0.228
C 2.9891 -0.1680 3.7767 -0.035
C 4.1117 -0.3169 4.5698 -0.097
C 5.3748 -0.0751 4.0616 -0.111
C 5.5015 0.3121 2.7372 -0.095
C 4.3879 0.4540 1.9364 -0.030
C 0.7177 -0.1871 2.0039 -0.156
C -0.1043 -0.5234 0.7592 -0.153
H -4.5595 -3.0934 0.9915 0.091
H -2.8574 -3.6219 0.9231 0.095
H -3.3040 -2.1687 1.8574 0.089
H -4.6348 -2.8009 -1.4220 0.129
H -2.9605 -3.4128 -1.4996 0.133
H -3.6859 -1.8970 -3.4327 0.132
H -3.7186 -0.5492 -2.2553 0.129
H -2.1819 0.1392 -0.5525 0.121
H -2.4527 1.6413 -2.4839 0.123
H -0.7718 2.1430 -2.3730 0.114
H -1.3019 2.9267 0.0145 0.127
H -4.1678 2.6490 -1.0014 0.081
H -3.4473 1.7259 0.3232 0.070
H -3.6809 3.4622 0.4846 0.078
H -2.2787 5.0736 -0.8089 0.076
H -1.0048 4.4977 -1.8825 0.075
H -2.6982 4.2959 -2.3353 0.080
H 0.9192 2.0152 -1.1087 0.119
H 1.5547 0.3526 -1.0781 0.111
H 2.8295 1.8562 0.4416 0.112
H 1.3281 2.2808 1.2928 0.130
H 2.0183 -0.3420 4.2146 0.096
H 3.9928 -0.6157 5.6019 0.101
H 6.2483 -0.1881 4.6857 0.095
H 6.4815 0.4957 2.3203 0.101
H 4.5162 0.7267 0.8999 0.104
H 0.8550 -1.1004 2.5846 0.120
H 0.1634 0.5494 2.6091 0.132
H -1.0879 -0.8895 1.0621 0.113
H 0.4135 -1.3221 0.2014 0.133